{
  "formula": "C28H28GeN2PRuS2",
  "method": "ωB97M-V/def2-TZVPD",
  "elements": ["Ru", "C", "C", "N", "C", "C", "C", "C", "C", "C", "C", "C", "C", "N", "C", "H", "H", "H", "H", "H", "H", "H", "H", "S", "P", "S", "C", "C", "C", "C", "C", "C", "C", "C", "C", "C", "C", "C", "H", "H", "H", "H", "H", "H", "H", "H", "H", "H", "C", "Ge", "C", "C", "C", "H", "H", "H", "H", "H", "H", "H", "H", "H", "H"],
  "xyz": [[-0.335, -0.379, -1.010], [3.526, -0.771, -3.112], [2.363, -1.100, -2.407], [1.575, -0.175, -1.889], [1.904, 1.140, -2.021], [3.043, 1.553, -2.711], [3.858, 0.548, -3.267], [3.328, 2.955, -2.838], [2.497, 3.875, -2.308], [1.315, 3.478, -1.595], [0.401, 4.404, -1.048], [-0.708, 3.954, -0.387], [-0.906, 2.573, -0.243], [-0.062, 1.690, -0.745], [1.028, 2.127, -1.431], [4.138, -1.560, -3.525], [2.060, -2.126, -2.258], [4.750, 0.831, -3.815], [4.220, 3.257, -3.372], [2.708, 4.932, -2.412], [0.582, 5.465, -1.167], [-1.431, 4.637, 0.036], [-1.748, 2.173, 0.298], [-1.325, 1.234, 2.582], [-0.646, -0.582, 2.696], [-0.213, -1.511, 0.841], [0.916, -0.729, 3.603], [1.170, 0.210, 4.600], [2.302, 0.089, 5.392], [3.183, -0.964, 5.193], [2.933, -1.900, 4.199], [1.801, -1.787, 3.407], [-1.758, -1.762, 3.499], [-1.665, -3.137, 3.288], [-2.491, -4.002, 3.987], [-3.405, -3.500, 4.904], [-3.497, -2.133, 5.118], [-2.677, -1.261, 4.417], [0.487, 1.038, 4.740], [2.497, 0.822, 6.165], [4.066, -1.056, 5.813], [3.620, -2.723, 4.043], [1.612, -2.520, 2.634], [-0.953, -3.537, 2.576], [-2.420, -5.069, 3.819], [-4.048, -4.178, 5.451], [-4.213, -1.741, 5.829], [-2.756, -0.191, 4.565], [-0.377, -0.501, -4.870], [-1.960, -0.280, -3.756], [-3.518, -1.109, -4.555], [-2.271, 1.633, -3.522], [-1.618, -1.089, -1.963], [-0.573, -0.063, -5.850], [-0.121, -1.552, -5.009], [0.482, 0.015, -4.436], [-3.676, -0.645, -5.529], [-4.400, -0.941, -3.938], [-3.383, -2.181, -4.695], [-2.481, 2.083, -4.494], [-1.397, 2.135, -3.102], [-3.125, 1.812, -2.868], [-2.207, -1.909, -1.549]],
  "orbital_gap_ev": 6.36,
  "e_homo_ev": -10.37,
  "e_above_lowest_kcal_mol": 0.0,
  "total_charge": 1
}